A 2-piece molecular cluster, C6H4Br2N4S2 overall at a distorted geometry. Source: OMol25; level of theory: wB97M-V/def2-TZVPD.

Geometry as XYZ:
```
18
Properties=species:S:1:pos:R:3:forces:R:3:lowdin_spin:R:1
C 0.1030 -1.5590 0.2239 0.6 3.3 -1.4 0.10
C 0.9206 -0.4711 0.6075 -0.6 -1.5 1.4 0.03
C -0.7076 -1.1455 -0.8022 -3.1 -6.0 -1.1 0.02
C 0.9443 0.7787 0.0198 0.0 0.7 -0.5 0.05
C -0.8622 0.0728 -1.3543 1.3 2.0 0.1 0.07
C 0.0484 1.0996 -0.9575 -1.3 0.0 -1.2 -0.02
N 1.5401 -0.5202 1.8012 2.0 0.3 0.8 0.35
N 1.8327 1.6027 0.6321 0.7 -1.6 0.3 0.12
N -1.8359 0.1303 -2.2882 0.3 5.0 -1.8 0.12
N -1.8059 -2.2370 -1.6232 3.0 1.8 2.6 0.50
S 2.4742 0.8309 2.0307 -0.9 -0.4 -0.5 0.25
S -2.6397 -1.3020 -2.5753 -0.6 -0.3 -0.5 0.38
Br 0.0097 2.8926 -1.6728 -0.1 -0.9 0.2 -0.01
Br -0.5115 -0.6397 4.2478 -2.2 0.3 2.6 0.01
H 0.3135 -2.4332 0.7502 -0.6 -1.6 0.3 0.00
H 0.3509 -0.7496 3.2356 2.1 -0.3 -2.3 0.00
H 1.7025 2.5549 0.5344 0.0 2.3 0.1 0.00
H -1.8772 1.0948 -2.8098 -0.4 -2.9 1.0 0.00
```
Forces are in eV/Å.

- DFT total energy (eV) = -173998.375
- maximum force (eV Å⁻¹) = 6.82
- orbital gap (spin up / spin down) (eV) = 6.72 / 7.28
- charge = 0
- E_HOMO (spin up / spin down) (eV) = -6.58 / -8.68
- multiplicity = 3

=====

C6H4Br3NO3 as an isolated structure at a distorted geometry. Source: OMol25; level of theory: wB97M-V/def2-TZVPD.

Geometry as XYZ:
```
17
Properties=species:S:1:pos:R:3:forces:R:3:lowdin_charge:R:1
C -1.7772 -0.1271 -0.0427 4.7 2.6 1.0 -0.21
C -0.3628 1.6832 -0.8550 3.0 0.2 -1.2 -0.18
C -1.5325 1.1851 -0.2772 -2.3 1.0 -0.3 -0.61
C -0.6598 -1.0064 -0.0232 0.1 -2.2 -1.4 -0.55
C 0.7075 -1.0568 0.1759 -2.1 -0.1 1.2 -0.28
C 0.9196 1.4004 -0.3910 -0.8 1.2 -1.2 -0.56
N 1.2009 1.7052 1.0389 0.3 -0.7 -0.6 -0.44
O 0.2492 1.7792 1.7856 0.2 0.0 0.2 0.09
O 2.3659 1.8498 1.3302 -0.1 0.1 0.4 0.04
O 1.3851 -2.0882 -0.3211 3.3 -1.2 0.6 -0.06
Br -3.0889 2.4098 -0.4343 1.0 -0.9 0.1 0.69
Br -1.3013 -2.5314 -1.0150 -0.1 -0.7 -0.3 0.80
Br 2.4939 1.4599 -1.5548 -1.4 0.1 0.9 0.76
H -2.7056 -0.4778 0.1222 -3.0 -1.2 0.4 0.06
H -0.3955 2.0896 -1.8928 -0.3 -0.2 0.9 0.13
H 1.0235 -0.5826 1.0739 0.8 0.5 0.3 0.12
H 2.3250 -2.3430 0.0986 -3.3 1.5 -1.0 0.21
```
Forces are in eV/Å.

- DFT total energy (eV) = -224040.026
- maximum force (eV Å⁻¹) = 5.48
- orbital gap (eV) = 7.69
- charge = 0
- E_HOMO (eV) = -8.99

=====

C6H4BrFHfO3 as an isolated structure at a distorted geometry. Source: OMol25; level of theory: wB97M-V/def2-TZVPD.

Geometry as XYZ:
```
16
Properties=species:S:1:pos:R:3:forces:R:3:lowdin_charge:R:1
O 3.0821 -1.5500 1.2040 1.0 -0.1 0.4 0.37
C 2.5194 -0.6727 0.7000 0.5 -0.6 0.0 -0.34
O 2.7673 0.6798 0.6488 -1.8 -0.8 0.3 0.26
C 1.5263 1.3610 0.4885 1.2 -2.6 -1.0 -0.29
O 1.2463 2.4229 0.8086 -0.4 1.4 0.3 0.38
C 0.5996 0.2681 -0.1903 -1.3 -2.8 -2.2 -0.07
C -0.8011 0.5885 -0.8483 0.5 -0.2 3.3 -0.03
C -1.8913 0.3542 0.3716 2.7 4.4 1.2 0.07
F -2.6588 -0.9381 0.2096 -1.0 -0.2 0.9 -0.13
C 1.1510 -1.0042 -0.1011 -1.0 3.8 -0.1 -0.30
Br 0.4977 -2.7571 -0.7063 -1.2 2.1 -0.1 1.12
H -1.0645 -0.1765 -1.6946 1.1 0.7 -0.7 0.03
H -0.8545 1.6434 -1.2530 -0.4 -1.0 -0.1 0.21
H -1.3213 0.2565 1.3377 -0.9 -0.6 -0.8 0.19
H -2.5551 1.2546 0.4812 -0.5 -1.3 -0.3 0.20
Hf -2.2431 -1.7305 -1.4563 1.6 -2.3 -1.1 2.34
```
Forces are in eV/Å.

- DFT total energy (eV) = -86430.386
- maximum force (eV Å⁻¹) = 5.26
- orbital gap (eV) = 3.23
- charge = +4
- E_HOMO (eV) = -25.68

=====

The molecule C6H4ClF at a distorted geometry. Source: OMol25; level of theory: wB97M-V/def2-TZVPD.

Geometry as XYZ:
```
12
Properties=species:S:1:pos:R:3:forces:R:3:lowdin_charge:R:1
F 1.7033 -1.9465 -0.0388 2.7 -2.1 0.2 0.13
C 0.9012 -0.9492 0.0501 1.0 4.1 0.7 -0.35
C 1.3766 0.3561 0.2298 -2.2 1.5 -1.4 0.01
C 0.4419 1.4650 -0.0089 0.2 -1.9 -0.1 -0.01
C -0.9435 1.0044 0.0056 1.5 4.0 -1.7 -0.13
C -1.2298 -0.3066 -0.1098 -5.9 1.0 1.5 -0.61
Cl -2.9913 -0.8100 0.0831 1.1 0.6 -0.5 0.57
C -0.3895 -1.2788 -0.0450 3.0 -1.5 -0.3 -0.09
H 2.3994 0.5273 0.4082 1.2 0.2 -0.1 0.09
H 0.8491 2.5342 -0.3733 -1.3 -2.5 1.6 0.15
H -1.7931 1.6986 -0.1611 0.9 -0.3 0.3 0.11
H -0.3242 -2.2944 -0.0400 -2.0 -3.0 -0.3 0.12
```
Forces are in eV/Å.

- DFT total energy (eV) = -21524.758
- maximum force (eV Å⁻¹) = 6.15
- orbital gap (eV) = 10.10
- charge = 0
- E_HOMO (eV) = -9.45

=====

A 2-piece molecular cluster, C6H4F2NO2 overall at a distorted geometry. Source: OMol25; level of theory: wB97M-V/def2-TZVPD.

Geometry as XYZ:
```
15
Properties=species:S:1:pos:R:3:forces:R:3:lowdin_charge:R:1
C -0.0579 0.9607 0.6776 -3.6 0.3 -1.0 -0.05
C -1.9710 0.0672 -0.6830 -0.3 -1.1 -1.1 -0.30
C -0.5960 2.1804 0.3490 0.3 -0.5 -0.2 -0.26
C -3.7889 -1.1142 0.4136 -1.3 -0.9 -1.2 -0.51
C -1.0130 -0.2488 0.3953 2.5 -0.4 1.3 -0.21
C -1.6630 2.3474 -0.5893 -0.8 -3.6 -0.4 -0.32
N -2.2619 1.2358 -1.1848 1.2 4.4 2.0 0.10
O -4.4480 -1.2891 -0.5450 -0.3 0.4 -0.5 0.11
O -3.5182 -1.3456 1.5240 0.9 0.5 1.2 0.12
F -0.0026 3.3068 0.8651 -0.2 0.0 -0.4 0.01
F -2.1815 3.5538 -0.8749 0.0 0.8 -0.3 0.01
H 0.6496 0.8653 1.4332 1.4 0.0 1.0 0.05
H -2.2676 -0.6982 -1.3774 0.1 -0.7 0.0 0.07
H -0.2859 -1.0624 0.0829 -1.1 0.2 0.3 0.10
H -1.6013 -0.6478 1.2868 1.3 0.7 -0.5 0.08
```
Forces are in eV/Å.

- DFT total energy (eV) = -17305.756
- maximum force (eV Å⁻¹) = 4.94
- orbital gap (spin up / spin down) (eV) = 5.43 / 5.45
- charge = -1
- E_HOMO (spin up / spin down) (eV) = -1.89 / -1.91

=====

A 2-piece molecular cluster, C6H4F2NOS overall at a distorted geometry. Source: OMol25; level of theory: wB97M-V/def2-TZVPD.

Geometry as XYZ:
```
15
Properties=species:S:1:pos:R:3:forces:R:3:lowdin_spin:R:1
C 2.6698 1.2948 -0.2769 2.3 0.5 -0.6 0.30
C 2.5882 -0.4357 1.0905 -0.6 2.6 -2.4 0.03
C 1.2099 -0.2998 0.9242 -3.0 -1.3 -0.7 0.03
C 3.4742 0.4037 0.3480 -0.9 -1.6 2.0 0.03
C 0.6671 0.6381 0.0233 2.5 -0.7 1.5 0.40
C -3.1894 0.8279 -0.6289 -0.3 3.8 0.0 0.64
N 1.5051 1.5606 -0.5198 -2.5 0.9 -1.2 0.26
O -1.8882 -0.9150 0.7910 -0.7 -2.2 1.5 0.02
F 4.7843 0.2804 0.5197 -1.1 0.7 -0.7 0.00
F -1.6769 1.6260 1.2321 -0.8 -1.0 -0.3 0.04
S -1.8547 0.3571 0.2076 3.5 2.4 -0.6 0.17
H 3.0103 -1.0641 1.7607 1.1 -2.2 2.0 0.01
H 0.4399 -1.0357 1.3380 1.5 1.0 -0.2 0.00
H -3.9228 0.2521 -1.0893 -0.9 -1.4 -0.5 0.03
H -3.2004 1.9529 -0.7950 0.0 -1.6 0.2 0.02
```
Forces are in eV/Å.

- DFT total energy (eV) = -26077.501
- maximum force (eV Å⁻¹) = 4.30
- orbital gap (spin up / spin down) (eV) = 4.99 / 7.37
- charge = +1
- E_HOMO (spin up / spin down) (eV) = -12.26 / -14.86
- multiplicity = 3

=====

C6H4I2S2 as an isolated structure at a distorted geometry. Source: OMol25; level of theory: wB97M-V/def2-TZVPD.

Geometry as XYZ:
```
14
Properties=species:S:1:pos:R:3:forces:R:3:lowdin_charge:R:1
C 1.3072 1.4413 0.5952 1.1 0.2 1.3 -0.36
C -0.0946 1.4830 0.2174 0.1 0.9 0.6 -0.66
C -0.4451 -0.0169 -0.2180 -0.9 0.4 0.6 -0.55
C 2.0085 0.4288 0.0618 0.3 0.3 -0.7 -1.04
C -1.6913 -0.6725 -0.7025 -0.5 0.1 0.9 -0.23
C -1.1157 -1.4401 0.4246 0.7 1.6 -1.2 -0.67
S 1.0508 -0.6085 -0.9664 1.3 0.3 -0.7 0.81
S -0.7043 3.0852 0.1341 -0.2 -3.3 -0.1 0.65
I 4.1163 0.3373 0.0733 -0.9 -0.2 0.0 0.85
I -0.2642 -3.3376 0.1257 -0.2 0.1 0.2 0.86
H 1.8229 2.1864 1.2481 -0.9 -0.5 -0.8 0.11
H -2.7303 -0.3873 -0.7089 -0.1 1.2 1.1 0.13
H -1.6716 -1.0789 -1.6361 0.9 -1.5 -2.6 0.07
H -1.5884 -1.4201 1.3518 -0.7 0.4 1.4 0.03
```
Forces are in eV/Å.

- DFT total energy (eV) = -44154.659
- maximum force (eV Å⁻¹) = 3.26
- orbital gap (spin up / spin down) (eV) = 7.14 / 7.14
- charge = 0
- E_HOMO (spin up / spin down) (eV) = -8.38 / -8.38

=====

The molecule C6H4N2O2 at a distorted geometry. Source: OMol25; level of theory: wB97M-V/def2-TZVPD.

Geometry as XYZ:
```
14
Properties=species:S:1:pos:R:3:forces:R:3:lowdin_charge:R:1
C -3.6775 -0.1248 0.1497 4.6 0.3 -1.0 0.16
C -2.4892 -0.0636 -0.1037 -1.1 -0.5 1.2 -0.03
C -1.0402 -0.0244 -0.0343 -0.5 -1.0 -1.0 -0.33
C -0.4332 1.1398 -0.0144 0.9 3.3 0.4 0.02
C 0.9950 1.3410 0.0482 -0.7 -0.7 -0.7 -0.41
O 1.5406 2.4208 0.0005 0.6 -0.8 0.2 0.08
N 1.6578 0.0572 0.0447 -0.5 0.1 0.4 0.21
C 0.9865 -1.1207 0.0112 -4.6 1.9 -0.8 -0.43
O 1.6064 -2.2604 0.0112 1.6 -1.1 0.2 0.16
N -0.3337 -1.1719 -0.1154 1.7 -1.8 1.0 0.17
H -4.6659 -0.2355 0.0466 -3.1 -0.2 0.1 -0.01
H -0.9600 2.0722 -0.1171 -0.3 0.1 0.2 0.13
H 2.6084 -0.0432 -0.1788 1.6 0.7 0.0 0.14
H 2.5247 -2.1591 0.3105 -0.2 -0.2 -0.1 0.14
```
Forces are in eV/Å.

- DFT total energy (eV) = -13359.775
- maximum force (eV Å⁻¹) = 5.00
- orbital gap (eV) = 9.07
- charge = 0
- E_HOMO (eV) = -9.01

=====

The molecule C6H4O at a distorted geometry. Source: OMol25; level of theory: wB97M-V/def2-TZVPD.

Geometry as XYZ:
```
11
Properties=species:S:1:pos:R:3:forces:R:3:lowdin_charge:R:1
C 0.3226 1.4598 2.8803 -0.2 -0.3 -0.3 0.15
C -0.2055 0.6775 2.1340 0.2 0.3 0.5 -0.03
C -0.8607 -0.2757 1.2423 -0.3 0.0 0.2 -0.47
O -1.5124 -1.2160 1.6497 0.2 0.2 0.1 0.10
C -0.6713 -0.0192 -0.1496 -0.3 0.0 -0.1 0.05
C -0.3069 -0.1861 -1.2909 -1.4 1.5 0.2 -0.12
C 0.4827 -0.4945 -2.4284 0.4 -1.0 0.8 -0.05
H 0.7827 2.1453 3.5566 -0.1 -0.1 -0.1 0.04
H 0.1479 -1.0746 -3.2825 -0.7 0.3 0.1 0.08
H 0.6220 -1.3218 -1.5767 2.4 0.2 -2.2 0.15
H 1.1990 0.3055 -2.7348 -0.1 -1.1 0.7 0.11
```
Forces are in eV/Å.

- DFT total energy (eV) = -8328.406
- maximum force (eV Å⁻¹) = 3.24
- orbital gap (eV) = 9.66
- charge = 0
- E_HOMO (eV) = -9.69

=====

The molecule C6H4O. Source: OMol25; level of theory: wB97M-V/def2-TZVPD.

Geometry as XYZ:
```
11
Properties=species:S:1:pos:R:3:forces:R:3:lowdin_charge:R:1
C -1.3381 -2.2260 1.6185 0.1 0.1 -0.2 0.15
C -0.5104 -2.0336 0.7687 -0.2 0.0 0.3 -0.03
C 0.5100 -1.6439 -0.1995 0.2 -0.2 -0.2 -0.45
O 1.5492 -2.2468 -0.3418 -0.4 0.1 0.0 0.11
C 0.2140 -0.3860 -0.8656 0.1 0.4 0.2 0.05
C 0.1801 0.8181 -0.9289 0.1 -0.2 0.2 -0.04
C 0.3259 2.2494 -0.6878 0.1 0.0 0.1 -0.08
H -2.0823 -2.3589 2.3730 0.1 -0.1 -0.1 0.04
H -0.2577 2.9213 -1.3166 0.0 -0.3 -0.1 0.08
H 1.3826 2.5069 -0.7733 -0.1 0.1 -0.1 0.09
H 0.0269 2.3996 0.3532 0.0 0.2 -0.1 0.09
```
Forces are in eV/Å.

- DFT total energy (eV) = -8329.853
- maximum force (eV Å⁻¹) = 0.45
- orbital gap (eV) = 10.02
- charge = 0
- E_HOMO (eV) = -10.21

=====

The molecule C6H4O. Source: OMol25; level of theory: wB97M-V/def2-TZVPD.

Geometry as XYZ:
```
11
Properties=species:S:1:pos:R:3:forces:R:3:lowdin_charge:R:1
C -0.5060 0.9601 -0.0207 0.3 0.5 0.4 -0.21
C -0.9874 0.6174 -1.6023 -0.3 -0.3 0.4 0.11
C -1.5496 -0.0702 -0.6491 0.1 0.1 -0.5 -0.09
C -0.9921 -0.3442 0.6322 -0.1 -0.1 0.1 -0.09
C 0.4773 -0.0928 0.4981 0.0 0.0 0.0 -0.13
C 1.3767 -0.7589 -0.5152 -0.1 -0.2 -0.2 -0.22
O 1.0165 -1.5156 -1.3743 0.1 0.1 0.4 0.08
H -0.7296 1.9191 0.4294 0.0 -0.2 0.0 0.14
H -1.5257 -0.3776 1.5749 0.1 0.0 -0.2 0.14
H 0.9811 0.1219 1.4444 -0.1 0.1 -0.2 0.14
H 2.4388 -0.4593 -0.4173 0.0 0.0 -0.1 0.13
```
Forces are in eV/Å.

- DFT total energy (eV) = -8327.354
- maximum force (eV Å⁻¹) = 0.67
- orbital gap (eV) = 9.56
- charge = 0
- E_HOMO (eV) = -9.27

=====

The molecule C6H4O. Source: OMol25; level of theory: wB97M-V/def2-TZVPD.

Geometry as XYZ:
```
11
Properties=species:S:1:pos:R:3:forces:R:3:lowdin_charge:R:1
C 2.7705 -0.8830 0.7724 -0.2 0.4 0.0 0.15
C 2.1132 0.1231 0.6913 0.4 -0.5 0.1 -0.04
C 1.2240 1.2761 0.5634 0.0 0.3 0.1 -0.45
O 1.5398 2.4019 0.8803 -0.1 -0.5 -0.2 0.11
C -0.0690 0.8798 0.0365 -0.5 -0.3 -0.2 0.06
C -1.0722 0.3313 -0.3500 0.4 0.2 0.2 -0.04
C -2.2409 -0.4284 -0.7772 -0.1 0.0 0.0 -0.09
H 3.3513 -1.7767 0.8440 -0.1 0.2 0.0 0.04
H -3.1699 0.1246 -0.6200 0.1 0.0 0.0 0.08
H -2.2847 -1.3594 -0.2036 0.0 0.1 -0.1 0.09
H -2.1621 -0.6892 -1.8371 0.0 0.1 0.1 0.09
```
Forces are in eV/Å.

- DFT total energy (eV) = -8330.102
- maximum force (eV Å⁻¹) = 0.62
- orbital gap (eV) = 9.99
- charge = 0
- E_HOMO (eV) = -10.24

=====

Which of these has the lowest charge?
C6H4F2NO2